C22H24AuNO4S | wB97M-V/def2-TZVPD

Geometry as XYZ:
```
53
Properties=species:S:1:pos:R:3:forces:R:3
Au -0.6967 -0.1191 1.0288 -0.4874 -0.7536 -0.5245
C -1.2025 -2.2050 0.6529 1.5584 -0.1051 0.2369
C -1.2018 -2.3037 -0.7944 0.6563 -0.5675 -0.4751
C 0.1235 -2.4028 -1.2477 -0.7485 -0.4701 0.0747
H -2.0890 -2.3338 -1.4193 0.2196 0.2062 0.2709
C 0.9980 -2.4115 -0.1311 -0.3054 0.0199 0.5392
C 0.2217 -2.2609 1.0578 -0.5762 -0.7276 -0.6571
H 0.5672 -2.3799 2.0840 -0.0314 0.0347 -0.3599
H -2.0368 -2.3799 1.3294 0.1253 -0.0034 -0.3241
H 0.4256 -2.5324 -2.2923 -0.1217 0.1985 0.3987
H 2.0754 -2.5808 -0.1771 -0.2995 0.3389 0.0886
C 0.1709 1.9270 1.1480 1.1293 -0.1217 0.6435
C 0.7584 1.1180 2.2416 0.8163 1.1209 -0.6340
C 2.0857 0.7663 1.8338 -0.2816 0.4530 0.3972
H 0.3214 1.0526 3.2394 0.2211 -0.0686 -0.2993
C 2.3238 1.3102 0.5524 -0.1664 0.4336 0.2146
C 1.1841 2.0212 0.1287 0.0121 -0.0871 0.2846
H 1.1004 2.6041 -0.7901 -0.0633 -0.2679 0.2503
H -0.6905 2.5793 1.2698 0.1361 -0.2505 -0.1461
H 2.8186 0.2280 2.4385 -0.3377 -0.0124 -0.2254
H 3.2749 1.2598 0.0115 -0.3814 -0.1502 0.1227
O -1.7219 1.7433 -1.3858 1.0023 -0.5232 -1.8689
C 2.6678 0.4914 -3.5794 -0.8670 -0.2328 -0.7167
C 1.5986 0.2972 -4.3789 0.8805 0.1116 0.4698
C 3.3899 -0.6688 -2.9401 0.0821 -0.0285 0.0802
C 3.2029 1.8802 -3.3359 0.1760 0.2748 -0.0469
C -1.2806 1.1123 -2.3316 -0.6627 0.2224 1.3501
H 1.2335 -0.7111 -4.5813 -0.0182 0.3152 0.0721
H 1.0994 1.1446 -4.8562 0.0513 -0.3086 0.1904
H -0.9775 1.6101 -3.2774 -0.0265 0.1370 0.0682
H -1.1671 -0.0028 -2.3201 -0.0984 0.6476 0.2184
H 4.4258 -0.7334 -3.3114 -0.1814 0.0805 0.0703
H 2.8915 -1.6209 -3.1685 0.0925 0.2877 0.1131
H 3.4452 -0.5546 -1.8447 -0.1386 0.0072 -0.3306
H 4.0103 2.1246 -4.0530 -0.1905 -0.1980 0.2646
H 3.6254 1.9802 -2.3253 -0.2396 0.0005 -0.2361
H 2.4188 2.6418 -3.4768 0.2512 -0.3135 0.1482
O -3.3746 -0.4464 -1.2160 0.3467 -0.0724 -0.4575
C -3.6074 0.1301 -0.1528 -2.3944 1.0290 0.9589
N -2.7383 0.3088 0.9111 0.1126 0.0770 1.4098
S -3.4408 0.7001 2.3840 -1.0313 0.1181 -4.0449
O -3.4856 -0.4434 3.2552 0.4702 -0.2272 1.0480
O -2.8982 1.9501 2.8551 0.4923 -0.0250 0.9205
C -4.9945 0.9286 1.6021 -0.9638 0.7183 3.0247
C -6.1842 1.1722 2.2751 0.8739 -0.1541 -0.7128
C -7.3571 1.2505 1.5217 -0.5186 0.1801 1.0819
C -7.2896 1.1593 0.1174 0.8874 -0.2520 -1.4253
C -6.0807 0.8920 -0.5343 -1.4014 0.1780 0.2282
C -4.9264 0.7092 0.2420 2.0643 -1.2189 -1.9630
H -6.1532 1.2871 3.3485 -0.2230 0.0059 0.1743
H -8.3094 1.4063 2.0277 0.1126 0.0364 -0.1556
H -8.2040 1.2925 -0.4612 0.1621 0.0083 -0.0192
H -5.9992 0.8345 -1.6200 -0.1767 -0.1015 0.2092
```
Forces are in eV/Å.

As for the strongest force on any atom: 4.176 eV/Å. As for the spin multiplicity: 3. The calculation puts the LUMO energy (alpha / beta) at 4.6 / 4.6 eV. Its HOMO-LUMO gap (alpha / beta) is 2.7 / 5.6 eV. The calculation puts the total energy at -47405.3741 eV. The energy relative to the best compared isomer or geometry (same formula, charge and spin) is 0.0 kJ/mol. The total charge is -2.



C22H24BIKN6O2S2 | wB97M-V/def2-TZVPD

Geometry as XYZ:
```
59
Properties=species:S:1:pos:R:3:forces:R:3
K 0.0512 -0.4764 0.0472 -0.0766 -2.2521 -0.3175
C 2.4526 3.0662 -0.4974 -0.0664 -0.0144 -0.0387
C 1.1061 3.2357 -1.1152 0.3117 -0.0129 -0.0104
N 0.9464 4.0761 -2.0975 0.4381 0.0185 0.1114
C -0.2710 4.2293 -2.6471 -0.5879 -0.0400 -0.2486
C -1.3793 3.5452 -2.2270 0.0282 0.1194 -0.1986
C -2.7243 3.8137 -2.8427 0.1026 -0.1557 -0.1147
O -3.4800 4.7439 -2.0759 -0.2710 0.2339 0.2825
C -1.2523 2.6182 -1.1621 0.9212 0.1830 -0.2223
C -2.3817 2.0443 -0.5311 -0.7991 -0.4716 0.4682
N -2.3378 0.9921 0.2090 0.6625 0.2578 -0.7245
C -3.2955 0.6978 1.1269 -0.7458 -0.0295 0.6207
C -3.6694 1.6344 2.1058 0.1231 -0.0222 -0.2010
C -4.4857 1.2795 3.1586 -0.1602 -0.0606 0.1938
C -4.9562 -0.0195 3.2729 -0.1153 0.0199 0.0105
C -4.6494 -0.9462 2.2900 -0.0534 -0.0757 0.0954
C -3.8419 -0.5844 1.2346 0.1331 -0.2797 -0.5092
I -3.4556 -1.9768 -0.3069 -0.0171 0.2214 0.3305
C 0.0406 2.4235 -0.5604 -0.7359 0.5431 -0.1927
O 0.2413 1.6688 0.4209 0.6041 1.8996 0.5329
H 3.1651 3.7492 -0.9474 0.0445 0.0758 -0.0740
H 2.7882 2.0332 -0.6093 0.0586 0.0734 0.1337
H 2.3707 3.2570 0.5723 0.1216 -0.0611 0.1346
H -0.3345 4.9445 -3.4587 -0.0766 -0.0006 -0.0670
H -3.2908 2.8772 -2.9431 0.0629 0.0877 -0.0662
H -2.6261 4.2596 -3.8362 0.0915 -0.0996 0.0838
H -3.2282 4.6318 -1.1522 -0.0065 0.0919 -0.1072
H -3.3444 2.5611 -0.6415 -0.0487 0.0087 0.0729
H -3.2517 2.6309 2.0451 0.0508 0.0084 -0.0183
H -4.7468 2.0125 3.9108 0.0322 0.0395 0.0096
H -5.5695 -0.3194 4.1091 -0.0569 0.0271 0.0866
H -5.0301 -1.9537 2.3570 -0.0473 -0.0843 -0.0312
C -0.3386 -3.2183 -2.6375 -0.4406 0.0737 -0.1027
N 1.0409 -3.2201 -2.2648 0.5975 0.0829 0.2283
C 2.1291 -3.0908 -3.0959 0.3958 -0.1323 -0.2152
C 3.2261 -3.2637 -2.3222 0.0359 0.0401 -0.5855
N 2.8370 -3.4946 -1.0362 -0.3088 -0.0995 -0.1980
B 3.7881 -3.7717 0.1598 -0.2329 0.2161 0.0415
N 3.3450 -2.8485 1.3212 0.0071 0.3125 0.2098
C 3.0341 -3.2383 2.5904 -0.0171 -0.1210 0.5193
C 2.6310 -2.1588 3.2991 0.1485 -0.3661 0.3245
N 2.6943 -1.0806 2.4481 0.0239 -0.7440 -0.2572
C 2.4200 0.2893 2.7574 -0.0681 0.4639 -0.0895
C 3.1124 -1.5288 1.2305 0.1279 0.2182 0.1059
S 3.2858 -0.5393 -0.1051 0.2236 0.5642 -0.7378
C 1.4994 -3.4335 -0.9972 -0.2890 -0.1634 -0.1262
S 0.4700 -3.5697 0.3146 -0.6176 -0.3707 0.9034
H -0.4546 -3.6674 -3.6236 0.0333 0.0335 -0.0300
H -0.7586 -2.2062 -2.6554 0.0090 -0.0653 -0.0161
H -0.8850 -3.8028 -1.8950 0.0082 0.0658 -0.0874
H 2.0242 -2.8983 -4.1455 0.0279 0.0322 -0.1168
H 4.2620 -3.2250 -2.5889 0.1726 0.0395 -0.0198
H 3.6572 -4.9053 0.5226 0.0450 -0.2919 0.1559
H 4.8972 -3.4957 -0.1918 0.3070 -0.0094 -0.1387
H 3.1228 -4.2636 2.8902 -0.0593 -0.1191 0.0295
H 2.3260 -2.0633 4.3241 -0.0445 0.0009 0.0575
H 2.2544 0.3920 3.8274 -0.0157 -0.0681 0.0411
H 1.5485 0.6552 2.2105 0.0733 0.0997 0.0574
H 3.2724 0.8990 2.4536 -0.0648 0.0583 0.0221
```
Forces are in eV/Å.

As for the strongest force on any atom: 2.276 eV/Å. The calculation puts the LUMO energy at 2.1 eV. Its HOMO-LUMO gap is 6.6 eV. The calculation puts the total energy at -83016.8640 eV. The energy relative to the best compared isomer or geometry (same formula, charge and spin) is 53.9 kJ/mol. The total charge is -1.



C22H24BN7Zr | wB97M-V/def2-TZVPD

Geometry as XYZ:
```
55
Properties=species:S:1:pos:R:3:forces:R:3
H 0.2315 -2.8376 -2.6137 -0.0811 0.0497 -0.0114
N -0.4102 -0.8008 -2.5499 0.1733 0.1295 -0.4503
B -1.0855 1.6640 -3.2249 0.5343 0.9250 -0.0743
N -0.7649 0.1320 -3.5321 -0.4672 -0.5502 0.6894
C -0.7151 -0.4968 -4.7072 -0.2097 0.3352 0.4729
Zr -0.2397 0.0403 -0.6413 0.8260 -0.8294 2.4619
H -1.0462 0.0288 -5.5785 0.1163 0.1089 -0.3993
C -0.2898 -1.8106 -4.5438 0.0367 -0.1987 0.7666
H -0.1574 -2.5486 -5.3066 0.0342 -0.1430 -0.1969
C -0.1060 -1.9796 -3.1792 -0.2801 0.9133 -0.5663
H -1.4273 2.2557 -4.2198 -0.0663 -0.4733 0.2999
C 2.5193 2.4794 2.6856 -0.4412 -0.0234 -0.3014
H 1.7574 2.3710 3.4635 0.1854 0.1151 -0.1375
H 2.3984 1.6684 1.9627 0.0004 -0.1074 0.0161
H 2.4041 3.4303 2.1582 0.0009 -0.0690 0.2210
N 0.2728 2.3088 -2.7414 0.0464 -0.4283 0.3721
N -2.1177 1.9402 -2.0431 -0.1804 -0.9696 0.4288
N 0.8916 1.7785 -1.6164 0.1811 -0.0329 0.1527
N -1.9129 1.3756 -0.7734 -0.1490 0.5679 -0.2689
C 0.9862 3.3553 -3.2017 0.1143 -0.4887 0.7127
C -3.1975 2.7394 -1.9757 0.4341 -0.5582 0.3713
H 0.6882 3.9308 -4.0792 -0.0003 -0.3452 0.3527
H -3.5880 3.2247 -2.8588 0.1661 0.0459 0.0429
C 2.0931 3.5244 -2.3643 0.0080 -0.2850 0.2915
C -3.6842 2.7578 -0.6619 0.4367 -0.4379 0.3137
C 2.0110 2.5267 -1.3885 -0.7397 0.2169 -0.9128
C -2.8492 1.9146 0.0658 -0.0914 0.1892 -1.1370
H 2.8605 4.2784 -2.4469 -0.0737 -0.0798 -0.0318
H -4.5388 3.2867 -0.2693 0.0964 0.0506 -0.1665
H 2.6817 2.3151 -0.5629 -0.1884 0.0129 -0.1325
H -2.8496 1.6478 1.1142 -0.0864 0.1102 -0.1565
H 3.5091 2.4089 3.1099 0.2083 0.0329 0.1544
C 2.3861 -4.8051 0.8242 -0.1947 0.0719 0.1163
C 2.7386 -3.6738 0.0761 -0.1343 -0.2781 -0.2070
C 1.9898 -2.4990 0.1639 -0.6767 -0.2791 0.6562
C 0.9016 -2.4329 1.0692 0.7299 -1.0589 -0.1263
C 0.5474 -3.5752 1.8236 0.1550 0.0982 -0.3214
C 1.2741 -4.7605 1.6863 0.2684 0.3485 -0.3151
N 0.1581 -1.2510 1.1589 -0.8064 2.8153 -2.9248
C -0.4602 -0.8588 2.3695 -0.2886 0.2405 0.6536
C -1.8161 -0.4583 2.3356 0.7188 -0.3632 0.0650
C -2.5040 -0.2232 3.5247 0.1314 0.3465 0.0289
C -1.8390 -0.3138 4.7488 0.0140 -0.0866 -0.0717
C -0.4699 -0.6182 4.7929 0.0477 -0.0106 -0.5124
C 0.2302 -0.8746 3.6084 -0.3202 0.0021 -0.1688
H 2.9679 -5.7320 0.7346 -0.2580 0.5357 0.0398
H 3.5994 -3.7168 -0.5948 -0.2730 0.0142 0.2254
H 2.2419 -1.6159 -0.4350 0.2385 -0.0981 0.2388
H -0.3195 -3.5319 2.4866 0.3031 0.0003 -0.1766
H 0.9733 -5.6532 2.2435 0.1540 0.3989 -0.1870
H -2.3275 -0.4079 1.3650 -0.0235 -0.4336 0.3884
H -3.5646 0.0176 3.4760 0.2155 -0.0286 0.1558
H -2.3843 -0.1606 5.6816 0.1378 -0.0298 -0.3271
H 0.0479 -0.6694 5.7554 -0.1853 0.0522 -0.4083
H 1.3041 -1.0952 3.6254 -0.4976 -0.0410 0.0008
```
Forces are in eV/Å.

As for the strongest force on any atom: 4.139 eV/Å. The calculation puts the LUMO energy (alpha / beta) at -7.7 / -7.7 eV. Its HOMO-LUMO gap (alpha / beta) is 5.6 / 5.6 eV. The calculation puts the total energy at -35578.4833 eV. The total charge is +2.



C22H24BeCl3F10MgN2O7P | wB97M-V/def2-TZVPD

Geometry as XYZ:
```
71
Properties=species:S:1:pos:R:3:forces:R:3
N -3.4937 0.0278 3.2868 0.0251 -0.0344 -0.4684
P -2.5557 -0.5736 2.1781 -0.2800 0.0056 1.3229
C -1.5248 0.7138 1.3415 -0.3780 -0.8833 -0.0659
C -1.9627 1.6292 0.4726 0.3439 0.2216 0.0042
C -3.3714 1.7961 -0.0585 0.2916 0.5150 -0.4768
F -3.2584 2.4604 -1.2580 -0.1104 -0.0146 0.0312
F -3.9548 0.6297 -0.3556 -0.0166 -0.1501 0.4432
C -4.2719 2.6808 0.8516 0.2705 0.3759 0.1749
F -5.0210 1.9403 1.6640 -0.0826 -0.2477 -0.2637
F -3.4348 3.4186 1.6193 -0.0747 0.1133 -0.0603
C -5.1993 3.7067 0.1238 -0.6583 -0.0191 0.5457
F -5.9906 4.2061 1.0952 0.0717 -0.1738 0.1274
F -4.5158 4.7524 -0.3628 0.2790 -0.3392 -0.3752
C -6.1679 3.1112 -0.9579 -0.6871 1.0286 -0.0938
F -7.3231 3.7851 -0.8806 0.0700 -0.0857 -0.0105
F -6.4370 1.8333 -0.7357 0.3612 -0.1470 -0.1043
F -5.7076 3.3016 -2.1904 0.3071 -0.4165 0.0471
C -0.9469 2.6055 -0.0290 0.6063 -0.4465 0.4024
O -1.2012 3.8136 -0.2064 -0.2870 0.5321 -0.5685
C 0.3759 2.0627 -0.2586 -0.4658 0.4206 -0.0070
C 1.1272 2.5091 -1.3441 0.0801 -0.3884 0.5495
C 2.3828 1.9765 -1.5393 -0.1266 0.4811 -0.6043
N 3.1526 2.3880 -2.6603 -0.0097 0.4065 0.7439
C 3.0924 3.5725 -2.9318 -0.5327 -0.0632 -0.7172
O 2.8910 4.6640 -3.2955 0.5324 -0.1110 0.2343
C 2.8853 1.0361 -0.6370 1.7734 0.7943 0.8970
C 2.1335 0.5876 0.4620 -0.2289 0.4262 0.0974
C 0.8717 1.0994 0.6329 -0.4097 -0.6188 -0.0120
C -0.0544 0.6846 1.7296 0.1442 0.3036 -0.4404
O 0.2997 0.3667 2.8315 -0.0665 -0.2953 0.0626
H -3.2304 -0.3593 4.1868 -0.1581 0.1666 0.1056
H -1.6219 -1.4581 2.7428 0.2990 0.0633 -0.6071
H -3.2440 -1.3464 1.1459 0.6593 0.6509 0.1487
H 0.6834 3.2402 -2.0238 0.2439 -0.0830 -0.2502
H 3.9111 0.6297 -0.8540 -0.0625 -0.3083 -0.3641
H 2.5323 -0.1413 1.1533 0.1421 0.1454 0.0399
C -2.5122 -5.0748 1.7738 0.1593 -0.1852 -0.0062
Cl -2.7875 -4.0769 3.2029 -0.0272 -0.0115 0.0427
Cl -2.9669 -4.2175 0.2788 0.3529 -0.4475 0.1078
H -1.4602 -5.3364 1.7168 0.0207 0.1296 -0.0603
H -3.1177 -5.9691 1.8577 -0.1020 0.0709 -0.0635
Mg -0.5108 5.2259 -1.4532 -0.1163 -0.3526 0.3437
Cl 5.6828 0.2426 -1.7299 -0.1172 -0.0838 0.0546
O -5.6126 2.8146 4.7077 0.0150 -0.0654 -0.1392
H -5.1800 2.1711 4.1316 0.0837 -0.0465 0.0915
H -6.5516 2.6363 4.6003 -0.0008 0.0112 0.0241
F 4.2443 2.4866 0.4201 -1.1715 -0.8600 -0.6365
C 2.8565 -7.5850 2.3637 0.0655 0.1020 -0.0422
C 1.5963 -7.5771 1.5166 0.0773 -0.0987 0.0151
O 1.3604 -6.3498 0.8473 -0.2706 0.1189 0.0644
C 2.3652 -5.9294 -0.0630 0.1328 0.0300 -0.0883
C 2.6148 -6.9039 -1.2001 -0.0708 -0.1395 0.0586
H 2.8250 -6.7831 3.1027 -0.0199 -0.0195 0.0166
H 2.9524 -8.5377 2.8855 -0.0253 0.0021 0.0051
H 3.7546 -7.4433 1.7619 0.0029 -0.0763 -0.0120
H 0.7301 -7.7334 2.1614 -0.0470 0.0839 -0.0460
H 1.6038 -8.4056 0.7999 0.0627 -0.0021 -0.0023
H 3.2946 -5.7081 0.4714 0.0201 -0.0586 -0.0056
H 2.0132 -4.9830 -0.4745 -0.0872 -0.0002 0.0854
H 2.9817 -7.8664 -0.8412 0.0778 0.0293 -0.0062
H 3.3596 -6.4987 -1.8851 -0.0130 0.0307 0.0062
H 1.6930 -7.0888 -1.7541 0.0073 0.0351 -0.0183
O 5.8206 7.5355 -5.3577 0.4082 -0.7247 0.5041
C 5.2376 6.7552 -4.6165 -3.7953 2.8027 -1.4585
C 6.6502 5.5800 -3.9720 4.4814 -3.1807 1.6268
O 6.0879 4.7693 -3.2469 -0.8066 0.8375 -0.5266
H 4.5351 6.0073 -5.0273 0.8249 -0.6208 -0.1945
H 4.8246 7.0996 -3.6501 0.9465 -0.1379 0.4273
H 7.3690 6.2964 -3.5310 -0.9903 0.8398 0.2502
H 7.1223 5.2348 -4.9111 -1.1505 0.1565 -0.6349
Be -4.7255 -2.1378 0.1756 -0.7927 0.0063 -0.2714
```
Forces are in eV/Å.

As for the strongest force on any atom: 5.731 eV/Å. The calculation puts the LUMO energy at -4.9 eV. Its HOMO-LUMO gap is 2.5 eV. The calculation puts the total energy at -120377.9197 eV.



What is the total energy in the fourth record?
-120377.9197 eV



Which of these has the highest strongest force on any atom?
C22H24BeCl3F10MgN2O7P